Here is C5H13NO3 as an isolated structure from the OMol25 dataset. Energies are from the ωB97M-V functional and the def2-TZVPD basis.

## Properties
Charge: 0
2S+1: 1
Frontier orbital gap in hartree: 0.27165
Energy relative to the best compared isomer or geometry (same formula, charge and spin) in eV: 5.240
Total energy in eV: -13023.991
HOMO energy in Eh: -0.244
Lowest unoccupied orbital energy in eV: 0.754

Last column: Mulliken charge in e.
Atoms and positions in Å:
C1 -1.38768 -1.62648 -1.18029  -0.126
C2 0.59845 -0.16184 -0.66538  -0.114
C3 -0.06943 -0.67344 0.46007  -0.120
C4 2.06873 0.64403 0.50749  -0.719
C5 1.61923 1.75881 1.40829  -0.890
N1 -1.00895 0.06893 1.14475  -0.451
O1 -2.57769 -1.79749 -0.45339  -0.566
O2 -1.63834 -0.75277 -2.29993  -0.548
O3 0.05204 0.91930 -1.30385  -0.584
H1 -2.56496 -1.13241 0.25503  0.353
H2 -2.53827 -0.92078 -2.62471  0.303
H3 -0.66417 0.55157 -1.89269  0.459
H4 -1.07756 -2.60451 -1.55874  0.305
H5 1.21028 -0.83728 -1.25113  0.324
H6 0.35082 -1.52400 0.97980  0.337
H7 -1.23734 0.95926 0.71550  0.238
H8 -0.96527 0.06622 2.15249  0.227
H9 2.64028 1.00464 -0.34734  0.361
H10 2.64847 -0.12998 1.01142  0.421
H11 2.46489 2.37169 1.74893  0.367
H12 0.94006 2.43065 0.87646  0.231
H13 1.13640 1.38587 2.31722  0.192

Cartesian forces (eV/Å) of the 2 atoms listed first:
C -0.84 -0.13 1.65
C 4.29 2.79 2.52